Entry 1:
Computed, not measured: an isolated molecule of C4H6OS2 in a non-equilibrium geometry, with ωB97M-V/def2-TZVPD.

CARTESIAN COORDINATES (ANGSTROEM)
S  0.9017  -1.2587  -2.1479
C  0.6289  -0.0328  -1.1556
C  1.0842  1.4120  -1.0339
O  0.1635  1.5865  0.0600
C  -0.3946  0.2536  -0.1113
C  -0.4923  -0.5317  1.1684
S  -1.1232  -2.2626  0.8999
H  0.8196  2.0393  -1.9500
H  2.0997  1.5861  -0.7963
H  -1.3842  0.3156  -0.6471
H  -1.2449  -0.0264  1.7698
H  0.4034  -0.5824  1.7578
H  -1.4618  -2.4984  2.1861

Summary:
HOMO level: -8.935 eV
Largest force on an atom: 0.0397 Eh/bohr
Orbital gap: 8.493 eV
ΔE to the lowest compared entry with this formula, charge and spin: 2.098 eV
2S+1: 1
Charge: 0
E_tot: -1027.5544 Eh
Structure (SMILES): S=C1CO[C@@H]1CS

Here are the natural (NBO) charges for atoms 1 to 2, given in e:
1. S 0.1110
2. C -0.1038

---

Entry 2:
Computed, not measured: an isolated molecule of C4H6OS2 in a non-equilibrium geometry, with ωB97M-V/def2-TZVPD.

CARTESIAN COORDINATES (ANGSTROEM)
S  -0.4593  2.9074  0.6680
C  0.0806  1.2443  0.5236
C  1.2186  0.8430  -0.2039
S  0.5247  0.1007  -1.5968
C  -0.9581  -0.9126  -0.8038
C  -0.4587  -0.9716  0.6847
O  -0.7364  0.2980  1.1266
H  1.9507  1.6929  -0.6095
H  1.8238  0.2862  0.5428
H  -1.9540  -0.4186  -0.9447
H  -0.6108  -1.9733  -1.3222
H  -0.9520  -1.6805  1.2506
H  0.5308  -1.4160  0.6846

Summary:
HOMO level: -8.426 eV
Largest force on an atom: 0.1492 Eh/bohr
Orbital gap: 8.480 eV
ΔE to the lowest compared entry with this formula, charge and spin: 2.879 eV
2S+1: 1
Charge: 0
E_tot: -1027.5257 Eh
Structure (SMILES): S=C1CSCCO1

Here are the natural (NBO) charges for atoms 1 to 2, given in e:
1. S -0.1220
2. C 0.2897

---

Entry 3:
Computed, not measured: C4H6OTl as an isolated structure in a non-equilibrium geometry, with ωB97M-V/def2-TZVPD.

CARTESIAN COORDINATES (ANGSTROEM)
C  -0.3133  -1.7058  -0.2432
C  -0.6856  -0.7836  0.8316
C  -0.2846  0.5478  0.8006
C  0.4320  1.0097  -0.3915
O  0.4424  2.1806  -0.7550
Tl  1.5089  3.6629  -1.8303
H  -1.1938  -1.9870  -0.8382
H  0.1693  -2.6077  0.1576
H  -0.8036  -1.2300  1.8237
H  -0.9533  1.2927  1.2410
H  1.3824  0.5535  0.2265
H  0.2992  -0.9331  -1.0229

Summary:
HOMO level: -13.666 eV
Largest force on an atom: 0.1294 Eh/bohr
Orbital gap: 8.428 eV
ΔE to the lowest compared entry with this formula, charge and spin: 0.000 eV
2S+1: 1
Charge: +1
E_tot: -403.3441 Eh

Here are the natural (NBO) charges for atoms 1 to 2, given in e:
1. C -0.6425
2. C 0.0202